{
  "formula": "CH3I3Si",
  "method": "ωB97M-V/def2-TZVPD",
  "energy_ha": -1222.34612,
  "total_charge": 0,
  "homo_lumo_gap_ev": 7.3,
  "symbols": ["C", "Si", "I", "I", "I", "H", "H", "H"],
  "coordinates": [[-1.9835, 2.7664, 0.9980], [1.1172, -1.3193, -0.6068], [-1.9359, 1.2007, 2.3866], [-2.2392, 2.1304, -0.9431], [2.3851, 0.6339, 0.1813], [1.7766, -2.1183, -1.7282], [-0.3355, -0.7939, -0.6502], [1.2151, -2.4999, 0.3624]]
}



{
  "formula": "C6H17N2",
  "method": "ωB97M-V/def2-TZVPD",
  "energy_ha": -347.56994,
  "multiplicity": 2,
  "total_charge": 2,
  "s_squared": 0.7548,
  "homo_lumo_gap_ev": [11.1, 5.9],
  "symbols": ["C", "N", "C", "C", "C", "C", "C", "N", "H", "H", "H", "H", "H", "H", "H", "H", "H", "H", "H", "H", "H", "H", "H", "H", "H"],
  "coordinates": [[0.5901, 1.7475, 0.6235], [0.2359, 0.4278, 0.0238], [-0.6218, -0.4994, 0.8079], [-0.7179, -1.8733, 0.2121], [0.3094, -2.2593, -0.8341], [1.6680, -2.6928, -0.2913], [-0.6179, 2.7017, 0.4969], [-1.0491, 2.8053, -0.9477], [0.9747, 1.7071, 1.6453], [1.4908, 2.1061, 0.1644], [1.0553, -0.1967, -0.0967], [-0.2010, -0.5091, 1.8621], [-1.6598, -0.0800, 0.7959], [-1.7319, -2.0848, -0.1454], [-0.8130, -2.6079, 1.0360], [-0.0748, -3.0644, -1.4651], [0.4502, -1.4599, -1.5723], [1.6565, -3.7369, 0.0438], [1.8411, -2.1774, 0.6406], [2.5333, -2.6299, -0.9739], [-1.4064, 2.2745, 1.0930], [-0.2923, 3.7007, 0.7894], [-1.2237, 3.7617, -1.2929], [-0.4427, 2.3330, -1.6405], [-1.9532, 2.3065, -0.9747]]
}



{
  "formula": "C3H9N",
  "method": "ωB97M-V/def2-TZVPD",
  "energy_ha": -174.10978,
  "multiplicity": 2,
  "total_charge": 1,
  "s_squared": 0.7545,
  "homo_lumo_gap_ev": [13.1, 7.9],
  "symbols": ["C", "C", "C", "N", "H", "H", "H", "H", "H", "H", "H", "H", "H"],
  "coordinates": [[0.4835, -0.9072, -0.2199], [-0.2812, 0.3117, 0.3958], [-1.4350, 0.7940, -0.4322], [1.8377, -0.8214, 0.2070], [0.4581, -0.7971, -1.3084], [0.0358, -1.8801, -0.0101], [0.4552, 1.1236, 0.5632], [-0.5012, 0.1588, 1.4610], [-2.2034, 0.0332, -0.5482], [-1.1902, 1.2926, -1.3708], [-1.9446, 1.5789, 0.1282], [2.0106, -0.9510, 1.2087], [2.2748, 0.0639, -0.0744]]
}



{
  "formula": "C5H6NO",
  "method": "ωB97M-V/def2-TZVPD",
  "energy_ha": -323.92699,
  "total_charge": -1,
  "homo_lumo_gap_ev": [5.8, 5.8],
  "symbols": ["C", "C", "C", "C", "C", "N", "O", "H", "H", "H", "H", "H", "H"],
  "coordinates": [[0.3687, -1.3842, -0.2750], [1.6938, -1.1577, -0.3161], [0.1882, 0.8670, 0.0490], [-0.1793, 2.0622, -0.3064], [-0.4772, -0.3709, 0.4121], [2.0242, 0.0049, 0.3031], [3.0708, 0.7706, 0.1546], [-0.0981, -2.3636, -0.3680], [2.5383, -1.8037, -0.6783], [0.5895, 2.9155, -0.2718], [-1.2024, 2.3500, -0.3614], [-1.4903, -0.6565, 0.2123], [-0.2972, -0.4589, 1.6025]]
}



{
  "formula": "C3H10NO3",
  "method": "ωB97M-V/def2-TZVPD",
  "energy_ha": -400.40296,
  "total_charge": 1,
  "homo_lumo_gap_ev": 12.2,
  "symbols": ["C", "C", "C", "N", "O", "O", "O", "H", "H", "H", "H", "H", "H", "H", "H", "H", "H"],
  "coordinates": [[1.7104, -1.1343, 0.1630], [1.0080, 0.1591, -0.2562], [-0.4177, 0.1152, 0.3046], [-1.3013, 1.4952, -0.3572], [-0.4389, 0.1856, 1.6159], [-1.0624, -0.9071, -0.4615], [-2.4336, -0.9956, -0.1085], [1.9572, -1.0412, 1.2687], [2.6289, -1.1554, -0.3031], [1.0119, -1.9035, 0.1507], [0.8495, 0.0558, -1.3000], [1.4991, 1.1468, 0.0650], [-1.5872, 2.3388, 0.1802], [-2.1311, 1.0203, -0.7717], [-0.8083, 1.6206, -1.2422], [-1.3220, 0.1699, 2.0146], [-2.3866, -1.9446, -0.0447]]
}



{
  "formula": "C55H44ClN6O2Sn",
  "method": "ωB97M-V/def2-TZVPD",
  "energy_ha": -3275.55566,
  "total_charge": 1,
  "homo_lumo_gap_ev": [4.5, 4.5],
  "symbols": ["Sn", "C", "C", "C", "C", "C", "C", "C", "C", "C", "C", "C", "N", "C", "C", "C", "C", "C", "C", "C", "C", "C", "C", "C", "C", "C", "N", "C", "C", "C", "C", "C", "C", "C", "C", "C", "C", "C", "C", "N", "C", "C", "N", "C", "C", "C", "C", "C", "C", "H", "H", "H", "H", "H", "H", "H", "H", "H", "H", "H", "H", "H", "H", "H", "H", "H", "H", "H", "H", "H", "H", "H", "H", "H", "H", "H", "H", "Cl", "C", "C", "C", "C", "O", "C", "C", "O", "C", "H", "H", "H", "H", "C", "C", "C", "C", "N", "N", "H", "H", "H", "H", "H", "H", "H", "H", "H", "H", "H", "H"],
  "coordinates": [[-0.0721, 0.5928, -0.1334], [4.3563, 3.5199, 5.4654], [3.1506, 3.1136, 6.0214], [2.1143, 2.6957, 5.2047], [2.2646, 2.6904, 3.8169], [3.4652, 3.1413, 3.2657], [4.5071, 3.5406, 4.0867], [1.2048, 2.1841, 2.9188], [0.7837, 0.8329, 3.0743], [1.2467, -0.0554, 4.1106], [0.5738, -1.2207, 3.9566], [-0.2775, -1.0556, 2.8050], [-0.1218, 0.2066, 2.2915], [-1.0786, -2.0697, 2.2741], [-1.7497, -2.0201, 1.0338], [-2.4695, -3.1212, 0.4511], [-2.9675, -2.6828, -0.7287], [-2.5984, -1.2982, -0.8376], [-2.9477, -0.4431, -1.8755], [-3.5324, -1.0207, -3.1030], [-4.7337, -1.7263, -3.1210], [-5.1843, -2.2983, -4.2996], [-4.4298, -2.1959, -5.4597], [-3.2307, -1.4969, -5.4476], [-2.7946, -0.8909, -4.2826], [-2.7387, 0.9610, -1.8748], [-1.9845, 1.6349, -0.9861], [-2.0924, 2.9642, -1.3125], [-1.4719, 4.0180, -0.6645], [-1.7007, 5.3892, -1.1886], [-2.6045, 6.2530, -0.5785], [-2.7605, 7.5464, -1.0523], [-2.0069, 7.9939, -2.1277], [-1.1159, 7.1298, -2.7474], [-0.9691, 5.8302, -2.2886], [-0.5822, 3.9093, 0.4304], [0.0971, 5.0218, 1.0499], [0.8922, 4.5034, 2.0146], [0.6809, 3.0774, 1.9956], [-0.2244, 2.7522, 1.0181], [-2.9909, 3.1173, -2.4247], [-3.3826, 1.8719, -2.7839], [-1.8494, -0.9266, 0.2496], [-1.2205, -3.2853, 3.1081], [-1.7829, -3.1577, 4.3815], [-1.8440, -4.2445, 5.2357], [-1.3227, -5.4684, 4.8379], [-0.7821, -5.6083, 3.5683], [-0.7393, -4.5277, 2.7014], [5.1728, 3.8256, 6.1054], [3.0216, 3.1108, 7.0955], [1.1684, 2.3972, 5.6392], [3.5879, 3.1396, 2.1894], [5.4435, 3.8611, 3.6501], [1.9870, 0.1765, 4.8549], [0.6812, -2.1132, 4.5481], [-2.5734, -4.0993, 0.8888], [-3.5327, -3.2479, -1.4491], [-5.3285, -1.7911, -2.2182], [-6.1248, -2.8327, -4.3166], [-4.7684, -2.6709, -6.3706], [-2.6370, -1.4212, -6.3491], [-1.8616, -0.3435, -4.2620], [-3.1854, 5.9134, 0.2706], [-3.4712, 8.2070, -0.5739], [-2.1192, 9.0083, -2.4857], [-0.5295, 7.4672, -3.5917], [-0.2639, 5.1607, -2.7667], [-0.0153, 6.0585, 0.7798], [1.5457, 5.0368, 2.6841], [-3.2862, 4.0597, -2.8552], [-4.0664, 1.6007, -3.5707], [-2.1745, -2.1962, 4.6888], [-2.2869, -4.1321, 6.2162], [-1.3290, -6.3073, 5.5206], [-0.3854, -6.5644, 3.2535], [-0.2847, -4.6370, 1.7236], [1.6352, -3.4604, -6.7949], [1.2202, -2.8376, -5.2318], [0.9166, -3.7260, -4.1850], [0.5851, -3.2462, -2.9491], [0.5247, -1.8469, -2.6611], [0.2555, -1.4585, -1.4729], [0.8087, -0.9666, -3.7574], [0.7490, 0.4566, -3.6256], [0.3752, 1.1039, -2.6477], [1.1736, -1.4900, -5.0130], [0.9570, -4.7916, -4.3696], [0.3444, -3.9265, -2.1410], [1.0566, 1.0167, -4.5287], [1.4034, -0.8117, -5.8270], [2.7975, -3.7618, 0.4698], [3.7644, -2.6428, 0.0465], [4.7933, -2.3906, 1.1504], [4.4697, -3.0250, -1.2499], [3.0545, -1.3839, -0.2323], [2.2071, -0.9106, 0.7947], [3.3103, -4.7239, 0.4622], [1.9543, -3.8090, -0.2253], [2.4114, -3.5931, 1.4783], [5.4644, -3.2446, 1.2396], [4.3128, -2.2398, 2.1200], [5.3811, -1.5038, 0.9104], [5.0987, -3.9001, -1.0909], [5.0950, -2.2005, -1.5935], [3.7424, -3.2581, -2.0318], [2.4919, -1.4679, -1.0706], [2.7656, -0.6952, 1.6115], [1.5131, -1.6083, 1.0675]]
}



{
  "formula": "C41H38CaN5O2PS",
  "method": "ωB97M-V/def2-TZVPD",
  "energy_ha": -3426.71906,
  "total_charge": 0,
  "homo_lumo_gap_ev": 5.7,
  "symbols": ["Ca", "O", "C", "C", "C", "C", "C", "C", "C", "O", "N", "N", "C", "C", "C", "C", "C", "C", "N", "H", "H", "H", "H", "H", "H", "H", "H", "H", "H", "C", "C", "C", "C", "C", "C", "C", "P", "C", "C", "C", "C", "C", "C", "C", "C", "C", "C", "C", "C", "C", "C", "H", "H", "H", "H", "H", "H", "H", "H", "H", "H", "H", "H", "H", "H", "H", "H", "H", "H", "H", "H", "N", "C", "S", "N", "C", "C", "C", "C", "C", "C", "H", "H", "H", "H", "H", "H", "H", "H"],
  "coordinates": [[-0.1380, 0.5928, -1.2047], [-2.6293, 5.8945, -1.5197], [-3.3529, 5.1331, -2.3561], [-4.4085, 5.7490, -3.0326], [-5.1958, 5.0292, -3.9062], [-4.9535, 3.6750, -4.1317], [-3.9112, 3.0628, -3.4694], [-3.0966, 3.7674, -2.5776], [-2.0033, 3.0301, -1.9068], [-1.8116, 1.8140, -2.1680], [-1.2675, 3.7481, -1.0314], [-0.3104, 2.9879, -0.4658], [0.4857, 3.5124, 0.3831], [1.5150, 2.6599, 0.9883], [2.3882, 3.1699, 1.9411], [3.3388, 2.3319, 2.5065], [3.3858, 1.0083, 2.1101], [2.4787, 0.5789, 1.1489], [1.5752, 1.3743, 0.5861], [-1.9411, 5.3033, -1.1204], [-4.5842, 6.8001, -2.8462], [-6.0100, 5.5255, -4.4198], [-5.5734, 3.1122, -4.8162], [-3.6932, 2.0144, -3.6217], [0.4098, 4.5594, 0.6746], [2.3049, 4.2065, 2.2416], [4.0224, 2.7097, 3.2563], [4.0909, 0.3053, 2.5299], [2.4852, -0.4540, 0.8190], [-3.1814, 0.6439, 0.6737], [-3.2312, -0.1973, 1.9217], [-4.2806, -0.0350, 2.8203], [-4.3664, -0.7962, 3.9762], [-3.3950, -1.7460, 4.2491], [-2.3429, -1.9214, 3.3631], [-2.2448, -1.1552, 2.2034], [-0.8858, -1.3754, 0.9995], [0.4197, -2.1697, 2.0196], [0.8559, -1.3563, 3.0715], [1.8774, -1.7400, 3.9204], [2.5097, -2.9562, 3.7073], [2.0913, -3.7674, 2.6665], [1.0428, -3.4100, 1.8151], [0.6285, -4.3884, 0.7474], [-1.5992, -2.4827, -0.2362], [-2.8015, -3.1626, -0.0128], [-3.4489, -3.8289, -1.0321], [-2.8850, -3.7990, -2.3119], [-1.6959, -3.1500, -2.5467], [-0.9841, -2.4845, -1.5186], [0.2616, -1.8151, -1.7869], [-4.0569, 1.2876, 0.5988], [-3.1473, 0.0264, -0.2275], [-2.3011, 1.2948, 0.6778], [-5.0441, 0.7035, 2.6059], [-5.1932, -0.6474, 4.6589], [-3.4557, -2.3532, 5.1431], [-1.5867, -2.6668, 3.5750], [0.3728, -0.3959, 3.2251], [2.1807, -1.0915, 4.7328], [3.3180, -3.2773, 4.3522], [2.5779, -4.7231, 2.5091], [1.2630, -5.2737, 0.7918], [0.7041, -3.9610, -0.2525], [-0.4062, -4.7043, 0.8819], [-3.2415, -3.1479, 0.9776], [-4.3803, -4.3471, -0.8480], [-3.3858, -4.3005, -3.1317], [-1.2690, -3.1536, -3.5433], [0.6903, -2.0297, -2.7652], [1.0276, -1.8896, -1.0078], [3.1548, 3.1981, -1.7788], [3.2211, 1.8902, -2.1267], [2.0486, 1.2379, -3.1325], [4.3200, 1.2586, -1.6588], [4.6415, -0.1167, -1.5283], [3.9190, -1.1640, -2.0868], [4.2817, -2.4731, -1.7937], [5.3634, -2.7542, -0.9755], [6.1063, -1.7038, -0.4527], [5.7477, -0.3966, -0.7258], [2.3242, 3.6863, -2.0720], [3.6128, 3.5294, -0.9444], [4.9728, 1.8569, -1.1736], [3.0739, -0.9718, -2.7254], [3.6907, -3.2764, -2.2150], [5.6306, -3.7779, -0.7508], [6.9631, -1.9009, 0.1786], [6.3166, 0.4195, -0.2924]]
}



{
  "formula": "C35H40N4P2Tc",
  "method": "ωB97M-V/def2-TZVPD",
  "energy_ha": -2339.21712,
  "multiplicity": 4,
  "total_charge": 2,
  "s_squared": 3.8027,
  "homo_lumo_gap_ev": [4.7, 2.5],
  "symbols": ["Tc", "C", "C", "C", "C", "C", "C", "C", "C", "C", "H", "H", "H", "H", "H", "H", "H", "H", "H", "H", "H", "H", "H", "H", "H", "P", "P", "N", "N", "N", "N", "C", "C", "C", "C", "C", "C", "C", "C", "C", "C", "C", "C", "C", "C", "C", "C", "C", "C", "H", "H", "H", "H", "H", "H", "H", "H", "H", "H", "H", "H", "H", "H", "H", "H", "H", "H", "H", "H", "C", "C", "C", "C", "C", "C", "C", "C", "H", "H", "H", "H", "H"],
  "coordinates": [[0.6061, -1.2155, -3.5544], [-1.8920, 2.0441, -0.7017], [-2.3275, 1.3342, -1.7035], [-1.8760, 1.4798, -3.1778], [-0.4965, 1.8527, -3.7508], [0.7828, 0.9702, -3.4549], [1.0692, 0.8919, -2.0229], [0.7883, 2.0134, -1.0763], [-0.5634, 2.7662, -0.8090], [2.0309, -2.4973, -2.8687], [-2.4771, 2.1141, 0.2447], [-2.6378, 0.3251, -1.5180], [-2.4841, 2.2292, -3.6414], [-2.1036, 0.5012, -3.6402], [-0.5723, 1.7685, -4.8503], [-0.2527, 2.9201, -3.5643], [1.6465, 1.3543, -3.9385], [1.9726, 0.3499, -1.6973], [1.4783, 2.7730, -1.5020], [1.2073, 1.7039, -0.0941], [-0.3879, 3.2691, 0.1542], [-0.6232, 3.6359, -1.4997], [1.6042, -3.3920, -2.3090], [2.7558, -2.0977, -2.1128], [2.6100, -2.8970, -3.6831], [1.4951, -1.0012, -5.8202], [-2.1145, -0.1411, -6.1961], [2.9913, -0.0511, -6.4419], [1.8317, -2.3292, -6.9673], [-2.0804, 1.2991, -7.1173], [-3.5919, -0.6522, -7.1135], [0.4123, -0.2216, -7.1038], [-0.8762, -1.0210, -7.2138], [4.1878, -0.0112, -5.7333], [5.0879, 0.8115, -6.4200], [4.4537, 1.2414, -7.6248], [3.1932, 0.6665, -7.6229], [2.0891, -3.6347, -6.5666], [2.7954, -4.2506, -7.5674], [2.8709, -3.3560, -8.6782], [2.2591, -2.1851, -8.3025], [-2.0650, 2.5847, -6.5865], [-2.2124, 3.4560, -7.6288], [-2.3559, 2.6966, -8.8425], [-2.1275, 1.3914, -8.5157], [-4.5290, -0.0450, -7.9650], [-5.5123, -0.9519, -8.3017], [-5.1836, -2.1765, -7.6378], [-3.9997, -1.9829, -6.9525], [0.8691, -0.1639, -8.1001], [0.3384, 0.8108, -6.7719], [-1.1842, -1.1080, -8.2577], [-0.7392, -2.0714, -6.9023], [4.2808, -0.5418, -4.8021], [6.0699, 1.0924, -6.1029], [4.8253, 1.8975, -8.4061], [2.4469, 0.7373, -8.3996], [1.7084, -3.9582, -5.6059], [3.2217, -5.2341, -7.5269], [3.2870, -3.5279, -9.6582], [2.1340, -1.2706, -8.8714], [-1.9693, 2.7427, -5.5051], [-2.1198, 4.5271, -7.5638], [-2.5373, 3.0743, -9.8431], [-2.0420, 0.5151, -9.1539], [-4.4232, 0.9771, -8.2914], [-6.3615, -0.7400, -8.9420], [-5.7616, -3.0898, -7.6722], [-3.4027, -2.6563, -6.3479], [0.2411, -1.2150, -1.3545], [0.0823, -1.0364, -0.0835], [0.0646, -0.6207, 1.3261], [-0.9815, 0.1444, 1.9477], [-1.0034, 0.4429, 3.3066], [-0.0527, -0.1402, 4.1258], [1.1019, -0.5978, 3.5521], [1.1576, -0.8285, 2.2000], [-1.7731, 0.5567, 1.3335], [-1.7493, 1.1305, 3.7107], [-0.1909, -0.1123, 5.1839], [1.9782, -0.7380, 4.1588], [2.0718, -1.1850, 1.7434]]
}